No. 1
ORCA calculation (ωB97M-V/def2-TZVPD) on a molecular structure, C48H55FGeN5O4S2Tc.

Structure (XYZ):
```
117
Properties=species:S:1:pos:R:3:forces:R:3
Tc -0.782541 0.511413 0.414067 1.8 0.3 2.0
C -1.561883 -7.232645 -0.439037 0.1 0.0 0.0
C -2.678831 -6.203850 -0.488898 0.0 -0.1 0.0
N -2.170300 -4.831630 -0.633190 0.0 0.4 0.5
C -2.070436 -4.057067 0.462840 -0.2 -0.7 -0.3
C -1.578207 -2.784104 0.495696 0.2 0.6 -0.2
C -1.620928 -2.084092 1.861295 -0.3 -2.0 -0.4
O -2.001692 -2.770104 2.798542 0.2 0.8 -0.2
O -1.252411 -0.868251 1.903261 0.0 1.6 -0.3
C -1.099120 -2.226038 -0.713917 -0.8 -1.7 -0.1
O -0.524688 -1.112702 -0.821916 0.6 1.6 -0.1
C -1.297292 -3.015859 -1.932027 0.0 0.3 0.7
C -0.991106 -2.454299 -3.174362 0.0 0.2 -0.3
C -1.154241 -3.193730 -4.305182 0.1 0.2 -0.2
F -0.916151 -2.630039 -5.510437 -0.1 0.0 0.4
C -1.584949 -4.530328 -4.265377 -0.1 -0.4 -0.9
C -1.909119 -5.076666 -3.044849 -0.1 0.0 0.3
C -1.804972 -4.319564 -1.864758 0.1 -0.1 -0.3
N -1.703061 -5.330838 -5.438526 0.1 0.4 0.9
C -3.051011 -5.578342 -5.916542 -0.4 -0.1 -0.2
C -3.072718 -6.848967 -6.742000 0.6 0.2 -0.2
N -2.090187 -6.695346 -7.877354 0.5 0.4 1.9
C -0.702069 -6.380953 -7.369920 -0.6 -0.1 0.1
C -0.776345 -5.117738 -6.535739 0.2 0.1 -0.4
H -1.981397 -8.235542 -0.360646 0.0 0.0 0.0
H -0.924905 -7.063073 0.428812 0.0 0.0 0.0
H -0.931785 -7.190441 -1.328538 0.0 0.0 0.0
H -3.257723 -6.222912 0.431504 0.0 0.0 0.0
H -3.379701 -6.399583 -1.299824 0.0 0.0 0.0
H -2.401084 -4.485815 1.402087 0.0 0.0 -0.1
H -0.643058 -1.428963 -3.237590 -0.1 -0.1 0.0
H -2.208826 -6.114648 -3.016098 0.0 0.0 -0.1
H -3.423970 -4.738081 -6.527148 0.1 -0.1 0.1
H -3.735307 -5.695248 -5.079005 0.0 0.0 0.2
H -4.049409 -7.058213 -7.173176 -0.1 0.0 -0.1
H -2.730093 -7.700623 -6.157295 -0.1 0.0 0.0
H -2.398511 -5.925729 -8.477039 -0.4 0.7 -0.8
H -2.079949 -7.533493 -8.458721 0.0 -1.2 -0.9
H -0.055475 -6.268433 -8.237737 0.0 0.0 -0.1
H -0.387461 -7.236721 -6.775946 0.1 0.0 0.0
H -1.066614 -4.274930 -7.178615 0.0 -0.1 0.1
H 0.218663 -4.901257 -6.152245 0.1 0.0 0.2
C -2.262378 1.877738 3.457384 0.0 -0.1 0.0
C -2.178356 2.724960 2.192366 -0.1 0.3 0.5
C -1.079351 3.777369 2.299174 0.0 0.0 -0.1
C -3.519656 3.396882 1.921502 0.0 0.0 -0.1
O -1.916410 1.898064 1.064172 0.2 -0.8 -0.7
H -2.402765 2.513265 4.334390 0.0 0.0 -0.1
H -1.359664 1.283105 3.599591 0.0 0.0 0.1
H -3.101239 1.182304 3.392415 0.0 0.0 0.0
H -1.290096 4.470700 3.116056 0.0 -0.1 0.0
H -1.019612 4.345946 1.368250 0.0 0.0 0.0
H -0.106917 3.317403 2.475031 0.0 0.0 0.1
H -3.802983 4.051170 2.748119 0.0 0.0 0.0
H -4.297338 2.639936 1.799255 0.0 0.0 0.0
H -3.464216 3.995716 1.009709 0.0 0.0 0.0
C 2.166355 -1.891802 -3.035899 0.0 -0.1 0.1
S 1.645682 -0.175467 -3.217083 0.1 -0.1 0.1
C 3.144525 0.501495 -3.945433 0.0 0.1 0.0
H 3.102222 -1.954096 -2.485497 0.1 0.0 0.0
H 2.273714 -2.380519 -4.006275 0.0 0.0 0.0
H 1.404986 -2.406719 -2.450357 0.1 0.0 -0.1
H 3.448592 -0.067572 -4.824094 0.0 0.0 0.0
H 3.954039 0.519750 -3.216264 0.0 0.0 -0.1
H 2.923161 1.525105 -4.244029 0.0 0.0 0.0
C 0.813490 0.815361 1.518107 -2.5 -0.4 -1.1
Ge 2.442616 0.024027 2.173463 1.6 -0.8 0.5
C 3.554156 1.457736 2.928807 -0.2 0.2 0.0
C 3.966523 2.515887 2.117910 -0.1 0.0 0.0
C 4.780036 3.527964 2.605795 0.0 0.0 0.0
C 5.205063 3.497598 3.927324 0.0 0.0 0.0
C 4.822834 2.444969 4.744645 0.0 0.0 0.0
C 4.007460 1.434168 4.247234 -0.1 -0.1 0.0
C 1.828235 -1.137476 3.626971 -0.5 0.1 -0.1
C 1.720503 -2.522042 3.499535 0.0 -0.1 -0.2
C 1.129011 -3.293121 4.492275 0.1 0.0 0.0
C 0.627187 -2.689038 5.634107 0.0 0.1 0.0
C 0.706311 -1.310373 5.771796 0.0 0.0 0.0
C 1.295924 -0.545457 4.775379 -0.1 0.1 0.0
C 3.684102 -0.909211 0.992337 -0.1 0.0 -0.4
C 4.464489 -1.962853 1.474531 -0.1 0.1 0.1
C 5.504055 -2.491520 0.719915 0.0 0.0 0.0
C 5.800383 -1.955832 -0.524975 0.0 0.0 0.0
C 5.047163 -0.897577 -1.012759 0.0 0.0 0.0
C 3.991612 -0.387107 -0.265951 0.0 0.0 0.0
H 0.388729 1.215800 2.450041 0.0 0.4 -0.1
H 3.660354 2.548550 1.078547 0.0 0.0 0.0
H 5.085428 4.340939 1.957908 0.0 0.0 0.0
H 5.836553 4.287079 4.314551 0.0 0.0 0.0
H 5.160509 2.407494 5.772942 0.0 0.0 0.0
H 3.731092 0.615012 4.899834 0.0 0.0 0.0
H 2.076368 -3.013877 2.600672 0.0 0.0 0.0
H 1.047687 -4.365852 4.366650 0.0 0.0 0.0
H 0.162428 -3.287568 6.407194 0.0 0.0 0.0
H 0.298847 -0.828882 6.652178 0.0 0.0 0.0
H 1.325191 0.533097 4.893185 0.0 0.0 0.0
H 4.282531 -2.361544 2.464915 0.0 0.0 0.0
H 6.097990 -3.306568 1.114838 0.0 0.0 0.0
H 6.624717 -2.349949 -1.106167 0.0 0.0 0.0
H 5.292178 -0.467803 -1.977422 0.0 0.0 0.1
H 3.401976 0.434199 -0.665822 0.1 0.0 -0.1
N -2.768087 1.429648 -1.827872 0.2 0.1 0.1
C -1.539916 1.972091 -2.095806 -0.7 0.1 -0.4
N -0.516401 1.799000 -1.319424 0.2 0.1 0.6
C 0.555178 2.606698 -1.728438 0.3 -0.3 0.1
C 1.761066 2.741073 -1.053656 -0.2 0.1 -0.1
C 2.730113 3.562699 -1.596981 0.0 0.0 0.0
C 2.514038 4.236943 -2.803433 0.0 0.0 0.0
C 1.314639 4.108726 -3.480227 0.0 0.0 0.0
C 0.337143 3.293587 -2.920163 0.0 -0.1 0.0
S -1.279229 2.973562 -3.492499 0.0 -0.1 0.2
H -3.004159 1.465642 -0.837327 0.0 0.1 0.0
H -3.520837 1.779199 -2.400315 0.0 -0.1 -0.1
H 1.877685 2.218118 -0.111555 0.2 0.1 -0.1
H 3.671182 3.692484 -1.077079 0.0 0.0 0.0
H 3.286289 4.878593 -3.206795 0.0 0.0 0.0
H 1.136932 4.642820 -4.404149 0.0 0.0 0.0
```
Forces are in eV/Å.

Net charge: +1
Largest force on an atom (Eh/bohr): 0.0527
LUMO level (alpha / beta) (eV): -3.41 / -3.47
Orbital gap (alpha / beta) (eV): 1.38 / 7.21
Energy relative to the best compared isomer or geometry (same formula, charge and spin) (kJ/mol): 219.12
HOMO (alpha / beta) (Ha): -0.176 / -0.393
Multiplicity: 4

No. 2
ORCA calculation (ωB97M-V/def2-TZVPD) on 5 unconnected molecules or ions with the total composition C31H75N4O10S.

Structure (XYZ):
```
121
Properties=species:S:1:pos:R:3:forces:R:3
C 3.662627 2.739081 1.720107 -0.6 0.0 -0.2
C 3.515893 3.348998 0.344394 0.6 1.4 -0.2
O 3.822666 4.508975 0.133768 -0.5 -1.6 0.2
O 3.112015 2.560620 -0.685876 0.0 0.4 0.1
C 2.011324 1.689398 -0.448876 -0.1 -0.2 -0.1
C 0.772409 2.460240 -0.038689 -0.3 -0.6 0.0
C -0.451356 1.541529 0.122849 0.6 0.8 0.8
C -1.477035 2.167785 1.071289 -0.4 -0.4 -0.6
C -1.860571 3.596567 0.667177 -0.4 -0.7 0.5
S -0.921945 4.909442 1.506442 0.6 0.9 -1.4
H 3.095084 1.826323 1.859959 0.1 -0.2 0.0
H 3.297699 3.468429 2.434930 0.2 0.2 0.2
H 4.712381 2.543662 1.902619 0.2 0.0 0.0
H 1.820843 1.185923 -1.390153 0.1 0.0 -0.2
H 2.247951 0.916611 0.276382 0.0 -0.1 0.1
H 0.962457 2.892198 0.947992 0.2 0.3 0.0
H 0.589531 3.240124 -0.774630 0.1 0.3 0.0
H -0.083127 0.637593 0.597219 -0.2 -0.4 -0.3
H -0.916248 1.320937 -0.830899 0.0 -0.2 -0.2
H -2.392241 1.583865 0.980065 -0.2 0.0 0.1
H -1.167849 2.081492 2.109001 0.1 0.2 0.2
H -2.904878 3.795871 0.881643 -0.1 0.2 0.1
H -1.697418 3.739586 -0.393714 0.1 0.3 -0.1
H -0.031489 4.299232 2.301932 -0.4 -0.1 0.5
H -1.781573 5.525259 2.332798 0.0 -0.5 0.5
C 10.997406 7.999151 -1.818836 0.0 0.0 0.1
O 10.422790 7.810037 -0.540356 0.0 0.0 -0.2
C 9.247849 8.572299 -0.302841 0.0 0.1 0.2
C 8.026412 7.682972 -0.218480 0.0 -0.1 -0.2
N 7.691427 7.114427 -1.516794 0.0 -0.1 0.1
C 6.661878 6.079313 -1.481041 0.1 0.1 -0.1
C 6.952692 4.797264 -0.710577 0.0 0.0 0.0
O 7.964389 3.987054 -1.281873 0.1 0.1 0.1
C 9.293763 4.324157 -0.929894 0.0 -0.1 -0.1
H 11.963854 7.498863 -1.817616 0.0 0.0 0.0
H 10.382564 7.566314 -2.615440 0.0 0.1 0.0
H 11.155116 9.060766 -2.029153 0.0 0.0 0.0
H 9.118442 9.341515 -1.069249 0.0 0.0 -0.1
H 9.378115 9.076050 0.659125 0.0 0.0 0.0
H 7.178238 8.277204 0.135189 0.0 0.0 0.0
H 8.235715 6.911114 0.535082 0.0 0.1 0.1
H 8.528042 6.725397 -1.930138 0.0 0.0 0.0
H 6.452695 5.798069 -2.515746 0.0 0.0 0.0
H 5.743275 6.518896 -1.080982 0.0 0.0 0.0
H 6.047579 4.197620 -0.741960 -0.1 -0.1 0.0
H 7.168392 4.986961 0.349018 0.1 0.1 0.0
H 9.354691 4.733015 0.081922 0.0 0.1 0.0
H 9.732503 5.035823 -1.634472 0.0 0.1 0.1
H 9.886449 3.410502 -0.972168 0.0 0.0 0.0
C 2.163015 -6.035855 -1.627823 -0.1 0.0 -0.1
O 0.828044 -5.576695 -1.726110 0.2 0.0 0.1
C -0.032711 -6.040701 -0.692583 -0.2 0.0 -0.1
C -0.453164 -4.910737 0.219221 0.2 0.0 0.0
N 0.667680 -4.433682 1.022918 -0.1 0.1 -0.1
C 0.399838 -3.207515 1.759247 0.2 -0.2 0.0
C 0.086429 -1.947764 0.959277 -0.1 0.0 0.2
O 1.174786 -1.436758 0.207951 0.0 0.0 -0.1
C 1.364136 -2.025373 -1.072011 0.1 0.1 0.0
H 2.672132 -5.755537 -2.547985 0.0 0.0 0.0
H 2.694393 -5.582455 -0.783402 0.0 -0.1 0.0
H 2.201559 -7.123745 -1.527017 0.0 0.0 0.0
H 0.436589 -6.848611 -0.124738 0.1 0.0 0.0
H -0.926587 -6.446183 -1.174995 0.0 0.0 0.0
H -1.242853 -5.258464 0.888225 0.0 0.1 0.0
H -0.873236 -4.117960 -0.416565 -0.1 -0.1 0.0
H 1.467107 -4.286234 0.421459 0.1 0.0 0.0
H 1.279937 -2.997966 2.372829 0.0 0.0 0.0
H -0.430758 -3.392303 2.447616 -0.1 0.0 0.0
H -0.163927 -1.166306 1.685505 0.0 0.0 0.0
H -0.794307 -2.070095 0.317347 0.0 -0.1 -0.1
H 0.416872 -2.336390 -1.517521 0.0 -0.1 0.0
H 2.040525 -2.880144 -1.024902 -0.1 -0.1 0.0
H 1.825121 -1.275560 -1.716081 0.0 0.0 0.0
C -6.255839 4.948711 -3.542295 -0.1 0.0 0.0
O -7.074837 3.804959 -3.415883 0.2 0.0 0.0
C -6.948426 2.869572 -4.481765 -0.2 -0.1 -0.1
C -6.297281 1.590377 -4.006087 0.1 0.1 0.1
N -4.891620 1.802108 -3.677626 -0.1 -0.1 0.1
C -4.248437 0.678604 -3.006520 0.1 0.2 -0.1
C -4.772691 0.256892 -1.638611 0.1 -0.3 0.0
O -4.544698 1.207886 -0.606012 0.0 0.2 0.0
C -5.517875 2.234308 -0.495244 0.3 0.0 0.1
H -6.560142 5.653605 -2.770202 0.0 0.0 0.0
H -5.193151 4.713292 -3.402777 0.0 0.0 -0.1
H -6.385508 5.425638 -4.517260 0.0 0.0 0.0
H -6.395647 3.304130 -5.318623 0.1 0.0 0.0
H -7.956770 2.636150 -4.831286 0.0 0.0 0.0
H -6.367376 0.838516 -4.796372 0.0 0.0 0.0
H -6.875942 1.230048 -3.145028 -0.1 -0.1 -0.1
H -4.815079 2.621697 -3.090768 0.0 0.1 0.0
H -3.190741 0.934466 -2.890648 0.0 -0.1 0.0
H -4.289294 -0.189019 -3.670997 0.0 0.0 0.0
H -4.220576 -0.637639 -1.340098 0.0 0.0 0.0
H -5.829997 -0.025145 -1.661859 0.0 0.1 0.0
H -6.512217 1.892793 -0.785369 0.0 0.0 -0.1
H -5.242098 3.107879 -1.094457 -0.2 0.0 -0.1
H -5.549922 2.542700 0.551864 0.0 0.0 0.0
C -4.181374 -10.393414 2.590542 -0.1 0.0 -0.1
O -5.308450 -9.540954 2.651153 0.2 0.0 0.0
C -5.725870 -9.208124 3.968812 -0.2 0.0 0.0
C -5.474989 -7.746239 4.266016 0.2 0.0 -0.1
N -4.048874 -7.465206 4.374536 -0.1 0.1 -0.1
C -3.709639 -6.049005 4.441576 0.1 -0.2 0.0
C -4.054812 -5.166713 3.246365 0.0 0.2 0.1
O -3.307959 -5.450457 2.075948 -0.1 -0.1 0.0
C -3.821984 -6.495935 1.266286 0.2 0.1 -0.1
H -4.064503 -10.704107 1.553995 0.0 0.0 0.0
H -3.262988 -9.886907 2.908127 0.0 -0.1 0.1
H -4.325194 -11.285151 3.206690 0.0 0.0 0.0
H -5.235584 -9.847284 4.707951 0.1 0.0 0.0
H -6.801566 -9.394324 4.025362 0.0 0.0 0.0
H -5.959451 -7.486110 5.211476 0.0 0.0 0.0
H -5.956463 -7.164008 3.468327 -0.1 0.0 0.0
H -3.572395 -7.876391 3.583358 0.0 -0.1 0.0
H -2.629952 -5.983322 4.597684 0.0 0.0 0.0
H -4.183699 -5.622949 5.331438 0.0 0.0 0.0
H -3.795415 -4.139648 3.518877 0.0 0.0 0.0
H -5.127214 -5.165960 3.020038 0.0 -0.1 0.0
H -4.911399 -6.549459 1.314442 0.0 0.0 0.0
H -3.396820 -7.465286 1.538394 -0.1 0.0 0.0
H -3.529286 -6.287069 0.236221 0.0 0.0 0.0
```
Forces are in eV/Å.

Net charge: +1
Largest force on an atom (Eh/bohr): 0.0350
LUMO level (eV): -3.59
Orbital gap (eV): 6.12
HOMO (Ha): -0.357